101
Properties=species:S:1:pos:R:3:mulliken_charge:R:1 method="wB97M-V/def2-TZVPD" gap_ev=5.37 e_lumo_ev=-3.88 homo_energy_ev=-9.25 charge=+1 spin_multiplicity=1
O -1.9942 6.4322 6.5000 -0.460
C -3.1267 6.2815 6.8220 0.210
O -3.4622 5.8850 8.0895 -0.495
C -4.2859 6.5387 5.9113 -0.073
C -4.7273 5.2735 5.1680 -0.649
C -3.6038 4.5694 4.4601 0.538
C -2.5759 5.2890 3.8171 -0.332
C -1.5466 4.6166 3.1861 -0.172
S -0.2480 5.5419 2.4761 -0.254
C -1.6128 3.2184 3.2392 -0.354
N -2.6370 2.6486 3.8309 0.528
N -3.6506 3.2520 4.4580 -0.782
H -3.6421 4.9364 8.1004 0.339
H -5.1322 6.9232 6.4706 0.444
H -4.0315 7.3143 5.1943 0.027
H -5.1596 4.5844 5.8901 0.367
H -5.4998 5.5368 4.4482 0.337
H -2.6072 6.3655 3.8306 0.535
H -0.0573 4.9453 1.2910 0.212
H -0.8543 2.5748 2.8202 0.730
H -2.6788 1.6286 3.8360 0.276
C 1.8565 -1.2691 1.9455 -0.852
S 1.5867 0.3248 1.1741 0.538
O 1.2376 1.2783 2.2755 -0.660
C 0.0577 -0.1145 0.3582 -0.959
H 2.7586 -1.1975 2.5492 0.350
H 1.0026 -1.5161 2.5770 0.235
H 1.9926 -2.0183 1.1658 0.319
H -0.6763 -0.4382 1.0987 0.351
H 0.2566 -0.9038 -0.3674 0.427
H -0.3085 0.7684 -0.1634 0.257
C 2.4931 0.3828 -4.0001 -1.075
S 1.1249 0.2189 -2.8540 0.674
O 1.0455 -1.2233 -2.4785 -0.652
C -0.1920 0.5262 -4.0281 -0.834
H 3.4147 0.1779 -3.4558 0.349
H 2.3729 -0.3383 -4.8083 0.298
H 2.5134 1.4001 -4.3905 0.377
H -0.1354 -0.2060 -4.8345 0.271
H -0.0953 1.5370 -4.4250 0.411
H -1.1444 0.4259 -3.5076 0.173
C 4.6155 -3.3413 -1.2574 -0.545
S 6.0793 -2.8851 -2.1910 0.496
O 6.0158 -1.4037 -2.3827 -0.668
C 5.5601 -3.6413 -3.7283 -0.221
H 4.7241 -2.9317 -0.2544 0.306
H 3.7315 -2.9188 -1.7395 0.094
H 4.5596 -4.4274 -1.2114 0.238
H 4.6075 -3.2126 -4.0444 0.287
H 5.4716 -4.7160 -3.5865 0.123
H 6.3170 -3.4415 -4.4794 -0.105
C 8.1861 -6.4872 -7.8575 -0.969
S 7.9659 -5.4221 -6.4281 0.568
O 6.5365 -5.5267 -6.0300 -0.582
C 8.1547 -3.8702 -7.3116 -0.993
H 8.0596 -7.5155 -7.5267 0.307
H 7.4359 -6.2453 -8.6101 0.311
H 9.1906 -6.3521 -8.2580 0.378
H 7.4053 -3.8074 -8.1005 0.295
H 9.1596 -3.8130 -7.7292 0.397
H 8.0099 -3.0615 -6.5982 0.311
C -2.7874 -0.1460 6.8736 -0.937
S -2.1786 -1.5033 5.8659 0.501
O -2.1177 -0.9766 4.4683 -0.590
C -3.6599 -2.5061 5.9962 -0.965
H -2.0182 0.6243 6.8900 0.295
H -3.7064 0.2473 6.4362 0.264
H -2.9689 -0.4985 7.8883 0.422
H -4.5137 -1.9498 5.6097 0.300
H -3.8177 -2.7785 7.0393 0.395
H -3.5050 -3.4045 5.4032 0.318
C -5.5663 -1.6430 -3.8705 -0.976
S -3.7760 -1.5130 -3.8689 0.549
O -3.4426 -0.1581 -3.3454 -0.626
C -3.5894 -1.4433 -5.6530 -0.858
H -5.8982 -1.6556 -2.8349 0.317
H -5.9937 -0.7837 -4.3867 0.308
H -5.8592 -2.5711 -4.3606 0.374
H -4.1546 -0.5983 -6.0460 0.304
H -3.9410 -2.3778 -6.0892 0.373
H -2.5315 -1.3148 -5.8711 0.238
C 4.7488 -8.0934 -0.6171 -0.964
S 6.2389 -7.6107 -1.4967 0.370
O 6.2317 -6.1255 -1.5758 -0.496
C 5.7154 -8.2057 -3.1073 -0.845
H 4.8517 -7.7631 0.4143 0.325
H 3.8837 -7.6144 -1.0763 0.289
H 4.6475 -9.1780 -0.6460 0.392
H 4.7848 -7.7151 -3.3921 0.288
H 5.5858 -9.2874 -3.0686 0.404
H 6.4947 -7.9524 -3.8228 0.215
C -5.3391 9.0248 2.6449 -0.895
S -6.6896 8.8281 3.8136 0.477
O -6.7507 7.3792 4.1677 -0.569
C -8.0048 9.1404 2.6376 -1.006
H -4.4076 8.8254 3.1718 0.249
H -5.4620 8.3195 1.8226 0.299
H -5.3301 10.0485 2.2730 0.414
H -7.9423 8.4223 1.8204 0.314
H -7.9152 10.1596 2.2634 0.398
H -8.9512 9.0245 3.1608 0.337


11
Properties=species:S:1:pos:R:3:mulliken_charge:R:1 method="wB97M-V/def2-TZVPD" gap_ev=8.52 e_lumo_ev=0.33 homo_energy_ev=-8.19 charge=0 spin_multiplicity=1 de_lowest_kcal_mol=85.7
C 1.5747 2.0360 -0.0587 -0.114
C -0.9626 0.5392 0.0906 -0.003
C 1.2889 -0.4672 0.0715 -0.259
N 1.6236 0.8863 0.0606 -0.052
N -0.1454 -0.5118 0.0642 -0.180
O -2.8931 -1.0467 -0.0211 -0.615
S -2.6352 0.4232 0.0555 0.251
H -0.6563 1.6190 -0.1621 0.150
H 1.5685 -1.0148 -0.9480 0.292
H 1.8487 -1.0020 1.0015 0.256
H -0.6118 -1.4612 -0.1538 0.274


9
Properties=species:S:1:pos:R:3:mulliken_charge:R:1 method="wB97M-V/def2-TZVPD" gap_ev=8.67 e_lumo_ev=-0.30 homo_energy_ev=-8.97 charge=0 spin_multiplicity=1 smiles="NC(=S)NO" de_lowest_kcal_mol=91.4
N -0.3024 -1.0871 1.0625 -0.576
C -0.1205 -0.4096 -0.0477 0.294
S 0.2810 -1.2199 -1.5789 -0.384
N 0.0964 1.0163 0.0298 -0.264
O -0.2067 1.8150 -1.0355 -0.355
H 0.2005 -2.0011 0.9831 0.342
H 0.4701 -0.6292 1.9200 0.345
H -0.7105 1.2477 0.5131 0.285
H 0.2921 1.2679 -1.8464 0.312


22
Properties=species:S:1:pos:R:3:mulliken_charge:R:1 method="wB97M-V/def2-TZVPD" gap_ev=8.11 e_lumo_ev=0.76 homo_energy_ev=-7.35 charge=0 spin_multiplicity=1 de_lowest_kcal_mol=161.3
C -0.3238 0.0498 0.4916 1.100
C -2.0721 -1.0742 0.1586 -0.522
C -0.7900 1.4676 0.6982 -1.607
C 0.3231 -0.6062 1.6901 -1.682
N 0.1910 -0.3466 -0.7008 -0.253
C 1.9890 0.5117 -0.6731 -0.203
C 2.9961 -0.1808 -1.1822 -0.553
O -0.4787 0.1895 -1.8186 -0.427
O -2.8968 -0.3015 -0.6220 -0.509
H 0.0063 -0.2084 -2.5568 0.365
H -2.4054 -0.0919 -1.4375 0.407
H -1.7401 -2.0017 -0.3011 0.346
H -2.4700 -1.1861 1.1626 0.362
H 2.0631 1.5697 -0.4232 0.272
H -0.3725 -0.6270 2.5335 0.420
H -1.7258 1.4672 1.2652 0.384
H -0.0423 2.0282 1.2630 0.415
H -0.9862 1.9854 -0.2397 0.376
H 1.2015 -0.0338 1.9994 0.427
H 0.6484 -1.6197 1.4507 0.356
H 2.8969 -1.2392 -1.4153 0.269
H 3.9881 0.2480 -1.3425 0.257


61
Properties=species:S:1:pos:R:3:lowdin_spin:R:1 method="wB97M-V/def2-TZVPD" gap_ev="6.35 / 6.57" e_lumo_ev="-5.24 / -4.85" homo_energy_ev="-11.59 / -11.43" charge=+1 spin_multiplicity=2 s2=0.906 de_lowest_kcal_mol=0.0
Re -1.3622 0.2963 1.2374 0.956
C -2.2803 -3.3021 0.3123 0.004
C -2.9069 -2.0747 -0.2255 0.023
N -2.5455 -0.8113 0.0153 0.024
C -3.4687 0.0099 -0.6180 0.011
C -4.3555 -0.7623 -1.2920 0.002
N -3.9785 -2.0551 -1.0324 0.013
C -5.5543 -0.5109 -2.1476 0.000
O -5.8942 0.7455 -2.3480 0.000
O -6.1360 -1.4571 -2.6015 0.001
C -3.3888 1.4639 -0.3727 0.005
O -4.1290 2.2659 -0.8840 0.001
O -2.4190 1.7764 0.4814 0.002
H -1.4342 -3.0388 0.9440 0.002
H -1.9281 -3.9420 -0.4955 0.001
H -3.0003 -3.8595 0.9120 0.001
H -4.4881 -2.8470 -1.4066 0.000
H -5.3062 1.3864 -1.8836 0.000
F -0.9667 1.2729 3.4345 0.005
B -1.1099 -0.0919 3.3023 -0.025
F -1.0844 -0.8381 4.3662 -0.005
C 1.2984 -2.9696 1.5654 0.003
Si 1.6259 -1.9003 0.0464 0.006
C 0.8095 -2.6051 -1.4991 0.002
C 3.4773 -1.7912 -0.2322 -0.002
Si 0.8431 0.3278 0.3735 -0.017
Si 0.7109 1.5139 -1.7152 -0.022
C 0.2646 3.2984 -1.3632 -0.003
C -0.5612 0.6940 -2.8353 -0.004
C 2.3893 1.3513 -2.5427 -0.004
Si 2.1271 1.5951 1.9647 0.012
C 3.7678 1.9240 1.0948 0.001
C 1.3348 3.2469 2.3884 0.002
C 2.4684 0.5440 3.4880 0.002
H 1.1940 -4.0187 1.2834 0.000
H 0.4098 -2.6823 2.1302 0.002
H 2.1399 -2.9020 2.2562 0.000
H 0.8115 -3.6960 -1.4690 0.000
H 1.3750 -2.3029 -2.3828 0.000
H -0.2130 -2.2600 -1.6482 0.000
H 3.8341 -2.7999 -0.4584 0.000
H 4.0068 -1.4521 0.6579 0.000
H 3.7503 -1.1450 -1.0656 0.000
H -0.5932 3.3958 -0.6976 0.000
H 0.0127 3.7847 -2.3087 -0.001
H 1.1056 3.8403 -0.9292 0.000
H -1.5392 0.5724 -2.3679 0.000
H -0.2156 -0.2897 -3.1564 0.000
H -0.7064 1.3023 -3.7303 -0.001
H 3.2094 1.7750 -1.9650 0.000
H 2.3462 1.8862 -3.4951 -0.001
H 2.6260 0.3110 -2.7673 0.000
H 3.6528 2.6098 0.2547 0.000
H 4.2536 1.0155 0.7399 0.000
H 4.4452 2.4011 1.8074 0.000
H 1.4683 3.9498 1.5649 0.000
H 1.8274 3.6712 3.2650 0.000
H 0.2696 3.1887 2.6095 0.000
H 3.1759 -0.2495 3.2377 0.000
H 1.5981 0.0747 3.9476 0.000
H 2.9363 1.1639 4.2556 0.001


12
Properties=species:S:1:pos:R:3:lowdin_spin:R:1 method="wB97M-V/def2-TZVPD" gap_ev="10.62 / 5.26" e_lumo_ev="-12.75 / -15.08" homo_energy_ev="-23.37 / -20.34" charge=+3 spin_multiplicity=9 s2=21.054
C 1.7154 -0.3945 -1.3633 0.994
C 2.6702 -0.6829 -2.1724 0.264
O 3.5060 -0.8089 -2.9881 0.509
C 0.7287 -0.8383 -0.3828 0.141
C -0.3361 0.2044 -0.3389 0.019
O -1.3584 0.0214 0.3306 -0.110
C -1.8268 1.6470 3.8151 -0.010
O -2.6956 1.5504 3.0807 -0.109
Gd -3.6474 0.8616 0.9168 6.246
H 0.2956 -1.8299 -0.5770 0.025
H 1.2188 -0.8605 0.6138 0.028
H -0.2704 1.1303 -0.9345 0.003


98
Properties=species:S:1:pos:R:3:mulliken_charge:R:1 method="wB97M-V/def2-TZVPD" gap_ev="4.21 / 3.94" e_lumo_ev="-15.29 / -15.55" homo_energy_ev="-19.50 / -19.49" charge=+4 spin_multiplicity=1
O 1.7014 -2.5558 -3.5615 -0.068
O 1.3123 -1.1219 -5.3609 -0.174
C 3.0464 -2.0458 -3.1404 0.555
C 3.6531 -3.1840 -2.3750 -1.266
H 2.8704 -1.1131 -2.5935 -0.466
H 3.5476 -1.8217 -4.0810 0.298
H 3.0876 -3.3754 -1.4606 0.282
H 4.6859 -2.9550 -2.1212 0.463
H 3.6228 -4.0908 -2.9909 0.353
C 0.6036 -2.6442 -2.5242 1.454
C -0.2129 -3.8234 -2.9443 -1.432
H 0.1151 -1.6632 -2.5324 -0.665
H 1.1046 -2.7763 -1.5618 -0.228
H -0.6636 -3.6518 -3.9226 0.315
H -0.9851 -4.0542 -2.2049 0.415
H 0.4321 -4.7013 -3.0221 0.375
C 0.1206 -0.3128 -5.5307 0.579
C 2.1382 -1.3408 -6.5341 -0.416
C -1.1504 -1.0922 -5.3315 -0.986
H 0.1285 0.0970 -6.5549 0.552
H 0.1669 0.5528 -4.8417 -0.794
H -1.1507 -2.0504 -5.8683 0.330
H -1.9464 -0.4738 -5.7557 0.454
H -1.3826 -1.2871 -4.2797 -0.133
C 1.7990 -2.6889 -7.1195 -1.069
H 3.1784 -1.2539 -6.1945 0.384
H 1.9351 -0.5338 -7.2530 0.487
H 1.6450 -3.4739 -6.3539 0.218
H 2.6146 -2.9616 -7.7902 0.469
H 0.8852 -2.6028 -7.7306 0.306
H 1.4415 -2.1677 -4.5003 0.427
N -0.4319 -0.3056 0.9498 1.693
C -0.8263 0.7156 2.0575 1.483
C -2.2135 1.2012 1.8334 -1.761
C -2.6751 1.8847 0.7252 1.510
C -0.6264 0.0598 3.4002 -1.416
H 0.3948 -0.3241 3.4878 0.345
H -1.3526 -0.7508 3.5024 0.469
H -0.8034 0.7949 4.1916 0.434
C -3.9888 2.5951 0.6372 -1.539
H -4.6456 2.1550 -0.1311 0.301
H -3.8757 3.6673 0.4132 0.322
H -4.5111 2.5195 1.5996 0.498
N -1.9369 1.8368 -0.4331 1.475
C -0.3829 -1.6901 1.1798 -0.942
C 0.8662 -2.2981 1.4107 0.772
C 2.1346 -1.5083 1.3601 -0.984
C 0.8763 -3.6653 1.6809 -0.801
H 1.8321 -4.1362 1.9212 0.540
C -0.2994 -4.4082 1.6709 -1.027
H -0.2778 -5.4768 1.9348 0.490
C -1.5070 -3.8007 1.3327 -1.125
H -2.4343 -4.3737 1.3007 0.550
C -1.5667 -2.4383 1.0485 0.584
C -2.8434 -1.8055 0.6037 -0.443
C -2.2831 2.5365 -1.6387 -0.958
C -1.7417 3.8239 -1.8234 1.158
C -1.1061 4.5459 -0.6814 -0.886
C -1.7373 4.3300 -3.1227 -0.910
H -1.2938 5.3123 -3.2983 0.488
C -2.3020 3.6111 -4.1747 -0.786
H -2.3118 4.0334 -5.1820 0.498
C -2.8916 2.3631 -3.9438 -0.768
H -3.3502 1.8147 -4.7608 0.600
C -2.9121 1.8091 -2.6653 0.599
C -3.4965 0.4530 -2.4316 -1.020
W -0.2084 0.9259 -0.5224 0.324
H 2.4768 -1.3382 0.3268 -0.038
H 2.9359 -2.0592 1.8678 0.572
H 2.0318 -0.5255 1.8332 0.298
H -3.0590 -0.8816 1.1511 0.092
H -3.6809 -2.4929 0.7637 0.658
H -2.8409 -1.5496 -0.4647 -0.100
H -0.8029 5.5501 -1.0001 0.476
H -0.2101 4.0356 -0.2933 -0.028
H -1.7973 4.6526 0.1644 0.249
H -3.9021 0.3417 -1.4206 0.264
H -2.7725 -0.3608 -2.5957 -0.142
H -4.3225 0.2861 -3.1351 0.624
H -2.9073 1.0615 2.6635 0.468
C 0.9835 1.3823 -2.0537 1.302
Si 2.2617 2.6254 -2.7619 0.193
H 0.2651 1.1105 -2.8699 -0.935
H 1.5820 0.4340 -1.8210 -0.538
C 3.7787 1.6199 -3.2287 -0.794
C 2.4614 3.8895 -1.4312 -0.951
C 1.4664 3.0955 -4.3960 -0.741
H 1.9506 3.9919 -4.8017 0.530
H 0.3899 3.2804 -4.2882 0.067
H 1.5870 2.2803 -5.1307 0.205
H 4.2930 1.2121 -2.3487 0.372
H 4.4668 2.2639 -3.7898 0.465
H 3.4942 0.7742 -3.8780 -0.007
H 2.1078 3.4777 -0.4629 0.142
H 1.8670 4.7829 -1.6600 0.293
H 3.5186 4.1837 -1.3582 0.521
N 0.1377 1.8339 1.8636 -0.075
C 0.6247 2.2028 0.7740 -0.229


81
Properties=species:S:1:pos:R:3:lowdin_spin:R:1 method="wB97M-V/def2-TZVPD" gap_ev="6.26 / 5.71" e_lumo_ev="-0.82 / -1.44" homo_energy_ev="-7.08 / -7.15" charge=0 spin_multiplicity=6 s2=8.798
Fe 0.8646 -0.5550 -0.5488 3.809
C 6.2565 -0.4223 1.7127 0.000
N 5.2414 -0.7539 0.7505 0.000
C 5.3726 -1.5965 -0.3092 0.001
C 4.1678 -1.5961 -0.9553 0.001
N 3.3099 -0.7751 -0.3127 0.025
C 3.9716 -0.2714 0.7124 0.001
P 3.3506 0.9987 1.8653 0.000
C 1.9320 0.0325 2.4917 0.002
N 1.0811 -0.6851 1.7804 0.023
C 0.2618 -1.2943 2.6670 0.002
C 0.6295 -0.9498 3.9386 0.001
N 1.6860 -0.1048 3.8182 0.001
C 2.3859 0.5630 4.8802 0.000
C 2.5185 2.0158 0.6016 0.002
N 1.9959 1.6162 -0.5455 0.021
C 1.6234 2.7391 -1.2004 0.002
C 1.9448 3.8373 -0.4497 0.001
N 2.5122 3.3676 0.6873 0.001
C 2.9711 4.1417 1.8043 0.000
H 7.1719 -0.9552 1.4625 0.000
H 5.9474 -0.7069 2.7213 0.000
H 6.4548 0.6516 1.6948 0.000
H 6.2891 -2.1085 -0.5204 0.000
H 3.8656 -2.1403 -1.8256 0.000
H -0.5422 -1.9253 2.3461 0.000
H 0.2513 -1.2483 4.8942 0.000
H 1.9403 0.2985 5.8370 0.000
H 2.3191 1.6443 4.7468 0.000
H 3.4388 0.2732 4.8889 0.000
H 1.1644 2.6911 -2.1685 0.000
H 1.8030 4.8820 -0.6422 0.000
H 2.7043 5.1825 1.6427 0.000
H 4.0566 4.0639 1.9035 0.000
H 2.4985 3.7914 2.7234 0.000
F -1.0608 -7.0239 -0.1898 0.000
C -0.2076 -5.9810 -0.2095 0.002
F 0.6449 -6.2308 -1.2120 0.002
F 0.5038 -6.0825 0.9298 0.002
C -0.9279 -4.6691 -0.3306 0.003
C -2.3111 -4.6215 -0.3073 -0.001
C -2.9576 -3.3945 -0.3911 0.002
C -2.1779 -2.2581 -0.5098 0.001
N -0.8589 -2.2859 -0.5327 0.023
C -0.2069 -3.4579 -0.4405 0.006
S 1.4885 -3.3258 -0.4624 0.080
H -2.8802 -5.5347 -0.2267 0.000
H -4.0318 -3.3179 -0.3575 0.000
H -2.6119 -1.2747 -0.5986 0.000
Cl 0.1613 -3.5509 -3.9330 0.032
C -0.8962 -2.2038 -3.7256 0.132
C -2.2498 -2.3852 -3.9164 -0.017
C -3.1349 -1.3407 -3.6889 0.158
C -2.6465 -0.1020 -3.2737 -0.011
C -1.3002 0.0992 -3.1138 0.126
C -0.3538 -0.9452 -3.3257 0.056
C 1.0096 -0.7341 -3.1536 0.409
H -2.6176 -3.3504 -4.2309 -0.004
H -4.1947 -1.4948 -3.8272 0.010
H -3.3391 0.7020 -3.0782 -0.004
H -0.9228 1.0547 -2.7858 0.004
H 1.3924 0.2702 -3.0430 0.025
H 1.7048 -1.5176 -3.4007 0.021
O -0.3324 2.5502 1.2275 0.003
C -1.0573 1.9185 0.4669 0.005
O -0.7786 0.8678 -0.1709 0.042
C -2.4934 2.4088 0.2255 0.002
C -3.5129 1.4700 0.1621 0.000
C -4.8351 1.8772 -0.0088 0.000
C -5.1566 3.2149 -0.1898 0.000
C -4.1220 4.1378 -0.1704 0.000
C -2.8011 3.7512 0.0659 0.001
N -4.4006 5.5352 -0.4003 0.000
O -3.4469 6.2843 -0.4864 0.000
O -5.5605 5.8786 -0.5013 0.000
N -5.8818 0.8916 -0.0067 0.000
O -5.5530 -0.2790 0.0856 0.000
O -7.0275 1.2861 -0.0984 0.000
H -3.2825 0.4219 0.2603 0.000
H -6.1814 3.5293 -0.3354 0.000
H -2.0343 4.5094 0.1177 0.000